Density functional theory data (ωB97M-V/def2-TZVPD) for a 2-piece molecular cluster, C3H7OS overall at a distorted geometry.

Calculated values
* relative energy (zero: lowest compared OMol25 entry of this formula, charge and spin): 0.884 eV
* maximum force: 1.49 eV/Å
* LUMO: 3.89 eV
* HOMO: -2.8 eV
* 2S+1: 1
* total charge: -1

Geometry (Å):
H  0.739803  0.655258  1.352252
H  -0.636639  -2.082976  0.578380
C  -0.992722  -0.283026  -0.466718
C  -0.480490  -1.013055  0.521983
S  1.232398  2.090040  -1.108584
H  -1.555391  -0.424538  -2.311051
H  1.862698  3.130601  -1.660976
H  -0.739490  0.777207  -0.628877
O  -1.746441  -0.842073  -1.473720
C  0.549156  -0.405540  1.445602
H  1.479203  -0.959207  1.264498
H  0.287915  -0.642691  2.487212

Forces on atoms 1 to 3 (eV/Å):
-0.152 0.138 -0.365
-0.149 -0.051 -0.066
0.664 0.079 -0.302

natural (NBO) atomic charges, in units of e:
1 H 0.26
2 H 0.18
3 C 0.12
4 C -0.30
5 S -1.07
6 H 0.48
7 H 0.09
8 H 0.22
9 O -0.73
10 C -0.63
11 H 0.20
12 H 0.18

Density functional theory data (ωB97M-V/def2-TZVPD) for C42H43N5O2SeV as an isolated structure at a distorted geometry.

Calculated values
* relative energy (zero: lowest compared OMol25 entry of this formula, charge and spin): 0.125 eV
* ⟨S²⟩: 2.038
* maximum force: 1.76 eV/Å
* LUMO (spin up / spin down): -3.47 / -3.46 eV
* HOMO (spin up / spin down): -8.8 / -8.8 eV
* 2S+1: 3
* total charge: +1

Geometry (Å):
C  -2.110887  1.350887  -2.724551
C  -0.706606  -3.802078  2.726109
V  -0.853347  -0.520447  -0.786064
H  -0.671447  0.872012  2.130754
H  1.630352  2.138193  -1.474486
C  -0.979799  3.129021  -4.528772
H  0.034200  -5.618070  4.760228
C  1.834649  -0.356621  -2.127422
H  -1.125206  4.694410  -0.932000
H  1.319837  -3.483613  -3.504907
C  4.309600  1.790033  0.568879
Se  -3.020356  -0.643712  1.164834
H  -0.108905  4.061794  -2.817117
C  -3.864259  0.898076  3.413454
H  -3.699330  -0.032007  3.943602
H  6.039644  -1.889573  -3.920584
C  3.404392  -2.022292  -2.884289
H  -3.672108  2.240144  0.314918
H  2.450764  1.851552  3.529826
H  -4.880435  4.084735  3.967585
C  -0.130344  -4.581418  5.057293
C  -2.568656  -2.880733  -2.867451
H  6.113443  -2.625828  -2.325016
H  4.700198  1.465405  2.626480
C  1.875713  -0.567382  3.005478
O  0.550380  -1.180598  0.603356
C  -4.291346  3.275210  2.067078
N  -0.220579  -2.303606  -2.813027
C  -3.845459  2.155694  1.380859
H  0.563157  -4.351103  5.864447
N  2.076629  0.371697  2.115206
C  -2.831149  -3.028575  -1.377418
C  -0.758795  4.080173  1.080238
H  -3.041466  0.768407  -0.974379
C  -4.526797  3.213082  3.432706
H  5.100096  0.672018  -1.783306
H  -2.963260  -4.092402  -1.156860
C  2.587523  1.703056  -1.193774
H  -1.435630  -4.606466  2.697532
H  1.589541  0.203096  1.227645
C  -4.313904  2.015309  4.101795
C  3.980496  2.036206  2.036414
H  1.842677  2.401256  1.991415
H  -0.929162  -4.297361  -2.852956
C  -1.296179  2.380907  -2.235843
H  -2.996172  0.419410  -4.434992
H  1.531390  -2.421917  4.818839
H  -0.743096  5.092612  1.463489
H  2.303813  -0.393442  3.989749
C  2.098213  -1.640560  -2.686345
C  -0.615701  -2.976487  1.625323
C  -1.789790  2.103961  -4.989007
H  5.291725  2.203924  0.338165
H  -4.457771  4.199263  1.527130
H  -1.988861  1.993348  -6.046440
C  -0.882361  1.439175  0.076791
H  4.146171  3.088190  2.285461
N  -2.623524  0.374921  -1.814611
C  4.512695  -1.208505  -2.563944
C  0.059556  -3.645828  3.896808
H  -2.046148  -4.197032  0.608556
C  4.267239  0.012294  -1.996306
C  -1.517547  -3.245140  0.516263
C  0.938003  -2.600150  3.927959
C  -1.028725  2.547414  -0.780502
N  3.291674  2.372024  -0.310726
N  -1.782575  -2.501076  -0.488655
C  -2.353805  1.219640  -4.083823
H  3.598162  -3.000771  -3.314903
H  -3.319540  -3.481221  -3.384655
H  4.333560  0.724709  0.353730
H  -0.547009  3.159450  3.009858
H  2.937299  3.283650  -0.050386
C  -0.704699  1.706461  1.436940
C  5.905021  -1.695402  -2.855647
H  -1.143480  -4.510905  5.455833
H  -3.761100  -2.525019  -1.097916
C  2.943027  0.465322  -1.768960
C  -0.639832  2.997061  1.941677
H  -4.500783  1.946630  5.166286
H  -1.111263  -3.392779  -4.358909
C  1.005252  -2.546006  -3.027048
C  -1.174916  -3.314480  -3.270459
C  -3.619997  0.950181  2.040955
O  0.650401  0.053638  -1.905259
C  -0.965556  3.851574  -0.269736
H  -2.699714  -1.854501  -3.211713
C  2.550457  1.710422  2.453398
H  6.651985  -0.962802  -2.553586
C  -0.745950  3.258958  -3.168990
H  -0.533556  3.827875  -5.223460
H  -3.323018  -0.211803  -2.252038
C  1.099769  -1.723953  2.824691
C  0.343206  -1.920816  1.623203

Forces on atoms 1 to 3 (eV/Å):
0.105 0.110 -0.076
-0.025 0.038 -0.088
-1.395 -0.262 1.037

Löwdin atomic charges, in units of e:
1 C -0.24
2 C 0.05
3 V 0.86
4 H 0.08
5 H 0.14
6 C -0.08
7 H 0.09
8 C -0.28
9 H 0.11
10 H 0.14
11 C -0.15
12 Se 0.84
13 H 0.11
14 C -0.15
15 H 0.09
16 H 0.09
17 C 0.05
18 H 0.09
19 H 0.13
20 H 0.10
21 C -0.04
22 C -0.18
23 H 0.09
24 H 0.12
25 C 0.01
26 O -0.12
27 C -0.09
28 N 0.05
29 C -0.14
30 H 0.08
31 N 0.09
32 C -0.21
33 C -0.08
34 H 0.02
35 C -0.10
36 H 0.12
37 H 0.12
38 C 0.04
39 H 0.14
40 H 0.12
41 C -0.09
42 C -0.14
43 H 0.10
44 H 0.13
45 C -0.14
46 H 0.11
47 H 0.13
48 H 0.10
49 H 0.15
50 C -0.10
51 C -0.14
52 C -0.07
53 H 0.13
54 H 0.10
55 H 0.11
56 C -0.19
57 H 0.12
58 N 0.03
59 C -0.25
60 C -0.25
61 H 0.14
62 C 0.01
63 C -0.14
64 C 0.02
65 C -0.22
66 N 0.09
67 N -0.13
68 C -0.02
69 H 0.13
70 H 0.12
71 H 0.11
72 H 0.11
73 H 0.17
74 C -0.17
75 C -0.04
76 H 0.09
77 H 0.10
78 C -0.11
79 C -0.11
80 H 0.10
81 H 0.13
82 C -0.08
83 C -0.20
84 C -0.62
85 O -0.14
86 C -0.04
87 H 0.08
88 C -0.15
89 H 0.08
90 C -0.04
91 H 0.11
92 H 0.09
93 C -0.11
94 C -0.28

Density functional theory data (ωB97M-V/def2-TZVPD) for one molecule with the formula C5H10O.

Calculated values
* relative energy (zero: lowest compared OMol25 entry of this formula, charge and spin): 0.908 eV
* maximum force: 0.32 eV/Å
* LUMO: 0.90 eV
* HOMO: -9.9 eV
* 2S+1: 1
* SMILES: C[C@H]1CC[C@H]1O
* total charge: 0

Geometry (Å):
C  -0.753882  -1.176115  -0.368202
C  -0.098370  -0.326297  0.755070
H  0.225752  -0.877344  1.649080
O  1.485310  1.334873  -0.340465
H  -1.842140  -1.131562  -0.499367
H  -1.851935  0.656113  1.595680
C  -0.878563  0.913955  1.163370
H  -1.045608  1.570570  0.304011
H  1.870909  -0.695600  -0.157628
H  -0.412847  0.472048  -1.788611
H  2.386234  1.380109  -0.008056
C  1.031434  0.004429  -0.262095
H  -0.454211  -2.226857  -0.301506
H  0.520157  -0.983708  -2.233025
C  0.097470  -0.415509  -1.401026
H  -0.311713  1.490871  1.901431

Forces on atoms 1 to 3 (eV/Å):
-0.176 -0.130 0.028
0.015 -0.022 0.171
-0.113 0.067 -0.216

natural (NBO) atomic charges, in units of e:
1 C -0.40
2 C -0.24
3 H 0.20
4 O -0.72
5 H 0.21
6 H 0.21
7 C -0.61
8 H 0.21
9 H 0.16
10 H 0.21
11 H 0.47
12 C 0.10
13 H 0.20
14 H 0.20
15 C -0.43
16 H 0.21

Density functional theory data (ωB97M-V/def2-TZVPD) for an isolated ion of composition C15H17N7O9P and charge +1 at a distorted geometry.

Calculated values
* relative energy (zero: lowest compared OMol25 entry of this formula, charge and spin): 0.000 eV
* maximum force: 6.90 eV/Å
* LUMO: -5.06 eV
* HOMO: -11.6 eV
* 2S+1: 1
* SMILES: CCOC(=O)/C([N+]#N)=C(/O)O[C@@H]1[C@@H]2O[P@](=O)(O)OC[C@H]2O[C@H]1n1cnc2c(N)ncnc21
* total charge: +1

Geometry (Å):
H  0.894331  -0.925897  4.549871
C  -1.106926  1.268851  -2.386159
N  -2.363361  3.522927  3.934506
C  -0.157420  -0.676440  1.881328
H  -1.098530  -0.442135  -6.461352
C  -1.067296  1.187271  -1.008791
C  0.229258  0.025702  0.588883
C  1.367679  -0.810567  -0.040082
C  2.532649  -2.937079  0.625012
O  4.053836  -1.326534  -1.541045
C  -1.031083  1.304448  3.173439
N  -1.319272  3.519749  -3.567242
O  -1.295306  2.346286  -0.270980
P  2.788752  -2.031527  -1.730488
O  2.751648  -3.307841  -0.733914
H  2.481601  -3.860973  1.243364
H  2.281544  -0.255154  0.242243
O  0.804288  -1.685377  2.057745
H  0.435395  -2.788167  0.374290
C  1.247672  -2.136332  0.771080
N  -1.674629  3.271665  6.049836
C  -1.063789  -0.800229  -5.432655
O  -0.935135  0.042325  -0.270299
H  -0.918015  2.900939  6.592748
H  -3.077368  3.577059  1.948146
C  -1.716041  2.800853  4.797695
C  -1.090565  0.121065  -3.250818
N  -1.764927  1.935839  2.293227
O  -1.401497  -0.942851  -2.741061
H  -1.493457  2.108879  0.667449
N  -0.208527  0.237791  3.027894
H  -1.158318  -1.139514  1.780749
N  -0.138215  0.849721  5.184843
C  0.141893  -1.778902  -5.266438
O  1.431803  -1.076087  -1.436679
H  0.554378  1.049551  0.852190
O  2.846905  -2.512922  -3.232364
H  -1.998522  -1.315920  -5.218983
C  -2.483202  3.020991  2.704989
H  0.161511  -2.459211  -6.105687
H  3.791992  -2.747481  -3.276562
C  0.279818  -0.047097  4.309404
H  0.074824  -2.405082  -4.355774
O  -0.937548  0.350818  -4.583255
H  -1.873386  4.272242  6.069308
N  -1.213088  2.529881  -2.984191
C  -0.959745  1.688879  4.454179
H  3.351439  -2.338149  1.029342
H  1.041947  -1.186260  -5.308938

Forces on atoms 1 to 3 (eV/Å):
-0.312 0.667 -0.383
0.535 1.903 -0.267
-2.078 0.248 -2.444

natural (NBO) atomic charges, in units of e:
1 H 0.24
2 C -0.23
3 N -0.49
4 C 0.27
5 H 0.21
6 C 0.81
7 C 0.05
8 C 0.04
9 C -0.09
10 O -1.11
11 C 0.34
12 N 0.31
13 O -0.66
14 P 2.51
15 O -0.76
16 H 0.22
17 H 0.22
18 O -0.50
19 H 0.20
20 C 0.05
21 N -0.74
22 C -0.08
23 O -0.45
24 H 0.41
25 H 0.20
26 C 0.44
27 C 0.76
28 N -0.61
29 O -0.53
30 H 0.52
31 N -0.39
32 H 0.20
33 N -0.42
34 C -0.64
35 O -0.76
36 H 0.22
37 O -0.95
38 H 0.20
39 C 0.30
40 H 0.23
41 H 0.53
42 C 0.23
43 H 0.23
44 O -0.50
45 H 0.41
46 N 0.15
47 C -0.04
48 H 0.21
49 H 0.22

Density functional theory data (ωB97M-V/def2-TZVPD) for a 3-piece molecular cluster, C29H47NO9S2 overall at a distorted geometry.

Calculated values
* maximum force: 3.06 eV/Å
* LUMO: 0.59 eV
* HOMO: -8.2 eV
* 2S+1: 1
* SMILES: Cc1ccc(C(C)C)c(OC[C@]2(CCCCn3cccc3)CCC(=O)O2)c1.CCOS(C)(=O)=O.CCOS(C)(=O)=O
* total charge: 0

Geometry (Å):
H  0.865539  4.735360  -12.611188
O  -0.391028  1.691681  -9.534726
H  0.615199  4.079411  -9.620786
C  -0.873025  -1.938436  7.627505
H  2.274306  -2.431182  -4.596451
H  -0.103020  -3.619111  -0.860037
H  3.518072  -1.959442  8.508304
H  0.360517  -0.457691  3.717259
H  3.492496  -0.405185  7.466426
H  -0.230140  2.447032  1.553437
H  0.435992  -1.356859  9.331215
H  -2.664314  -2.266823  3.356733
C  0.741631  -1.415976  3.261681
H  -2.622665  0.598212  -11.074317
C  0.362580  -3.562074  0.156544
C  -2.347937  -2.587660  5.538039
H  2.473685  -1.823645  5.406346
H  -1.691157  -0.951011  4.200801
O  1.424205  0.075493  -4.796121
C  -0.489852  -2.769348  1.242584
O  -0.908690  3.638108  -10.975525
C  -3.556633  -2.267353  6.522434
C  0.384405  -1.560579  1.739776
H  -0.191125  -0.551622  -0.091487
H  -3.470396  -0.959152  4.415602
H  -1.652798  3.041525  3.832386
C  0.296025  1.490068  -6.563608
C  1.624334  -1.512059  7.428777
H  -0.160653  5.443005  -10.412573
C  2.474253  2.206926  4.623490
C  -2.582963  -1.630856  4.271551
O  -0.086775  1.550240  -12.015011
C  1.663581  -2.693988  0.022447
N  0.192263  2.133628  4.231708
H  0.585891  -2.489592  -4.111974
H  2.568638  -0.364859  -3.172574
C  0.214791  4.431831  -10.574559
H  -4.488435  -2.532183  5.950076
H  1.847291  -2.681660  -2.889377
H  2.289601  2.429402  6.883354
C  -1.309203  0.461549  1.504800
O  -0.378409  -0.987437  -6.113234
H  1.594718  1.979154  2.533647
H  -1.793924  1.276522  4.067147
S  -0.790353  2.040158  -10.868863
C  -1.109146  1.945332  2.026432
H  0.601933  2.383594  -6.022744
H  1.755563  3.481937  -11.760147
O  0.210279  -2.543692  4.024011
H  -3.603851  -1.163044  6.723199
O  1.690422  -1.877542  1.137324
H  -2.850966  2.102597  -12.006007
H  -2.346894  -3.656195  5.210473
H  -1.786408  -0.141826  2.314264
C  -2.508311  1.681071  -11.063092
H  0.898668  0.448831  0.944232
H  -1.419069  -2.443508  0.700120
H  -0.826611  -3.552250  1.962019
C  1.290277  4.461933  -11.643761
C  1.439949  2.085737  3.625144
C  0.346983  2.252992  5.617730
C  0.403640  -1.578528  8.241863
H  0.663393  -4.607399  0.437644
O  2.508084  -2.645072  -0.822033
O  -0.925860  0.735584  -4.380839
C  1.542004  -1.850222  6.025229
H  -0.429936  2.298901  6.403764
H  3.549808  2.204038  4.365698
H  -0.610916  1.686809  -7.130778
H  -2.011099  2.522387  1.671677
H  2.070628  5.178605  -11.382055
H  1.084635  1.149895  -7.231020
C  -0.955244  -2.239494  6.198034
H  -3.054298  2.107922  -10.224393
H  -3.524984  -2.874402  7.458418
H  1.858649  -1.487380  3.356292
C  1.596538  -0.654067  -3.573665
C  0.007230  -0.222630  0.966663
C  0.274870  -2.215234  5.386291
C  -1.137434  2.063560  3.603805
C  2.931544  -1.071981  8.171597
C  1.577621  -2.151842  -3.803742
H  -2.056659  0.500518  0.663718
S  -0.057914  0.212139  -5.398464
C  1.755364  2.320615  5.920422
H  2.603603  -0.475212  9.067035
H  0.843107  -0.357335  -2.839299
H  -1.750312  -1.966404  8.313033

Forces on atoms 1 to 3 (eV/Å):
-0.003 0.074 0.084
0.273 0.051 -0.331
-0.138 -0.147 -0.046

Löwdin atomic charges, in units of e:
1 H 0.09
2 O -0.28
3 H 0.11
4 C -0.03
5 H 0.09
6 H 0.12
7 H 0.08
8 H 0.12
9 H 0.07
10 H 0.10
11 H 0.10
12 H 0.08
13 C -0.07
14 H 0.08
15 C -0.04
16 C -0.31
17 H 0.12
18 H 0.04
19 O -0.26
20 C -0.08
21 O -0.26
22 C -0.11
23 C -0.33
24 H 0.12
25 H 0.08
26 H 0.13
27 C -0.13
28 C -0.24
29 H 0.12
30 C -0.08
31 C -0.07
32 O -0.27
33 C -0.43
34 N -0.14
35 H 0.07
36 H 0.12
37 C -0.26
38 H 0.08
39 H 0.05
40 H 0.09
41 C -0.16
42 O -0.28
43 H 0.10
44 H 0.11
45 S 0.59
46 C -0.16
47 H 0.08
48 H 0.07
49 O -0.09
50 H 0.09
51 O -0.01
52 H 0.08
53 H 0.14
54 H 0.08
55 C -0.12
56 H 0.12
57 H 0.12
58 H 0.11
59 C -0.07
60 C -0.12
61 C -0.09
62 C -0.04
63 H 0.13
64 O 0.11
65 O -0.29
66 C 0.03
67 H 0.12
68 H 0.09
69 H 0.06
70 H 0.11
71 H 0.08
72 H 0.07
73 C -0.10
74 H 0.08
75 H 0.07
76 H 0.14
77 C -0.26
78 C -0.09
79 C -0.20
80 C -0.14
81 C -0.07
82 C -0.07
83 H 0.12
84 S 0.59
85 C -0.09
86 H 0.08
87 H 0.11
88 H 0.09